No. 1
# C4H6N3S

The ion C4H6N3S with charge +1 (ωB97M-V with the def2-TZVPD basis set, OMol25).

Structure (XYZ):
```
14
Properties=species:S:1:pos:R:3:lowdin_charge:R:1
S -3.930 1.092 -0.039 0.923
N 0.105 -0.779 -0.287 -0.104
N -2.175 -0.999 0.061 0.034
N -1.029 -1.466 0.053 0.054
C 1.224 -1.540 -0.480 0.213
C -2.763 0.063 0.011 -0.718
C 1.292 1.295 0.235 -0.005
C 0.056 0.556 0.023 0.042
H 1.587 1.168 1.221 0.102
H 2.197 -1.147 -0.294 0.095
H 1.060 -2.573 -0.641 0.097
H 1.176 2.369 0.167 0.116
H -0.874 1.002 0.282 0.098
H 2.073 0.957 -0.311 0.053
```

Computed properties:
- HOMO (alpha / beta): -13.80 / -12.87 eV
- Electronic energy: -19537.4724 eV
- Charge: +1
- Gap between HOMO and LUMO (alpha / beta): 7.14 / 6.58 eV
- LUMO level (alpha / beta): -6.660 / -6.290 eV
- Energy above the lowest of the compared OMol25 structures with the same formula, charge and spin: 167.15 kcal/mol

No. 2
# C4H6N4

An isolated molecule of C4H6N4 (ωB97M-V with the def2-TZVPD basis set, OMol25).

Structure (XYZ):
```
14
Properties=species:S:1:pos:R:3:lowdin_charge:R:1
N -1.365 -1.657 -0.175 0.116
N 1.726 0.376 -0.114 0.081
N 0.889 -2.380 0.045 0.098
N 0.423 -0.056 0.215 -0.101
C -0.515 0.900 0.120 -0.083
C -1.832 0.640 0.182 -0.087
C -0.018 -1.399 -0.006 -0.405
C -2.223 -0.700 -0.010 -0.146
H 2.224 0.024 -0.902 0.088
H -0.222 1.974 0.123 0.140
H 2.233 0.125 0.727 0.092
H -2.644 1.334 0.183 0.091
H -3.330 -0.801 -0.030 0.122
H 1.814 -2.093 0.306 -0.004
```

Computed properties:
- HOMO: -8.34 eV
- Electronic energy: -10203.4119 eV
- SMILES: [H]/N=c1/ncccn1N
- Gap between HOMO and LUMO: 8.54 eV
- LUMO level: 0.201 eV
- Energy above the lowest of the compared OMol25 structures with the same formula, charge and spin: 58.29 kcal/mol

No. 3
# C4H6N4

An isolated molecule of C4H6N4 (ωB97M-V with the def2-TZVPD basis set, OMol25).

Structure (XYZ):
```
14
Properties=species:S:1:pos:R:3:lowdin_charge:R:1
N 1.963 0.496 -0.081 -0.046
N -1.199 -0.902 -0.266 0.017
N 0.924 -0.278 -0.221 -0.038
N -0.793 2.760 -0.118 0.163
C 3.104 -0.057 0.093 -0.025
C -2.571 -0.576 0.073 -0.162
C -0.583 1.592 -0.043 -0.101
C -0.328 0.106 -0.115 -0.342
H 3.921 0.672 0.157 0.071
H -2.969 0.362 -0.390 0.084
H -2.592 -0.257 1.152 0.087
H 3.162 -1.174 -0.079 0.090
H -3.144 -1.476 -0.017 0.057
H 1.106 -1.269 -0.147 0.145
```

Computed properties:
- HOMO: -8.83 eV
- Electronic energy: -10202.4700 eV
- SMILES: C=NN/C(C#N)=N/C
- Gap between HOMO and LUMO: 8.79 eV
- LUMO level: -0.043 eV
- Energy above the lowest of the compared OMol25 structures with the same formula, charge and spin: 80.01 kcal/mol

No. 4
# C4H6N4

An isolated molecule of C4H6N4 (ωB97M-V with the def2-TZVPD basis set, OMol25).

Structure (XYZ):
```
14
Properties=species:S:1:pos:R:3:lowdin_charge:R:1
N -2.871 0.096 0.118 0.020
N -0.395 1.116 -0.273 0.056
N 2.931 -0.390 0.153 0.061
N -1.998 -0.729 0.159 -0.018
C 0.899 1.115 0.021 -0.167
C 0.422 -1.039 -0.084 0.050
C -0.701 -0.148 -0.327 -0.350
C 1.503 -0.092 -0.001 -0.309
H -3.721 -0.432 0.314 0.056
H 3.335 -1.184 -0.284 0.054
H 1.355 1.967 0.765 0.175
H -1.093 1.693 0.269 0.177
H 0.095 -2.094 -0.037 0.106
H 3.625 0.379 0.226 0.089
```

Computed properties:
- HOMO: -7.77 eV
- Electronic energy: -10201.8188 eV
- SMILES: [H]/N=N/c1cc(N)c[nH]1
- Gap between HOMO and LUMO: 8.37 eV
- LUMO level: 0.606 eV
- Energy above the lowest of the compared OMol25 structures with the same formula, charge and spin: 95.03 kcal/mol

No. 5
# C4H6N4

An isolated molecule of C4H6N4 (ωB97M-V with the def2-TZVPD basis set, OMol25).

Structure (XYZ):
```
14
Properties=species:S:1:pos:R:3:lowdin_charge:R:1
N 1.857 -0.317 -0.288 -0.053
N -2.350 0.112 -0.063 0.029
N -0.229 0.565 -0.093 -0.014
N 0.928 -1.368 0.039 0.017
C -0.356 -0.779 -0.054 -0.300
C -1.518 1.072 -0.137 -0.190
C -1.689 -1.089 -0.098 -0.082
C 1.169 0.942 0.072 -0.107
H 2.141 -0.358 -1.297 0.132
H 1.376 0.964 1.139 0.126
H 1.499 1.742 -0.414 0.083
H -1.631 2.165 0.149 0.140
H 0.997 -1.615 1.027 0.123
H -2.192 -2.036 0.017 0.097
```

Computed properties:
- HOMO: -8.45 eV
- Electronic energy: -10203.5019 eV
- SMILES: c1ncn2c1NNC2
- Gap between HOMO and LUMO: 9.27 eV
- LUMO level: 0.820 eV
- Energy above the lowest of the compared OMol25 structures with the same formula, charge and spin: 56.22 kcal/mol

No. 6
# C4H6N4O

The ion C4H6N4O with charge +2 (ωB97M-V with the def2-TZVPD basis set, OMol25).

Structure (XYZ):
```
15
Properties=species:S:1:pos:R:3:lowdin_charge:R:1
O 2.125 0.582 -0.960 0.148
N -1.284 0.888 -1.681 0.132
N -0.223 -1.049 1.193 0.255
N 0.736 -0.108 0.604 -0.001
N 2.194 -0.392 1.049 0.201
C 2.862 0.017 0.025 -0.070
C 0.048 0.930 -1.674 0.004
C -2.422 1.032 -1.759 0.384
C 0.865 0.459 -0.702 -0.237
H -3.401 1.194 -1.863 0.106
H -1.250 -0.660 1.359 0.247
H 4.024 0.100 0.145 0.225
H 0.547 1.273 -2.587 0.183
H 0.063 -1.388 2.132 0.201
H -0.315 -1.888 0.528 0.222
```

Computed properties:
- HOMO: -17.69 eV
- Electronic energy: -12229.6109 eV
- SMILES: C#[N+]/C=C1/OC=NN1[NH3+]
- Charge: +2
- Gap between HOMO and LUMO: 8.94 eV
- LUMO level: -8.748 eV
- Energy above the lowest of the compared OMol25 structures with the same formula, charge and spin: 16.56 kcal/mol

No. 7
# C4H6N4S

A cluster of 2 separate species, C4H6N4S in total (ωB97M-V with the def2-TZVPD basis set, OMol25).

Structure (XYZ):
```
15
Properties=species:S:1:pos:R:3:lowdin_charge:R:1
S -1.378 -1.769 2.484 0.694
N 0.892 1.510 -0.294 -0.033
N -2.299 0.708 2.415 0.109
N -0.110 -1.828 -0.384 0.087
N 1.100 -0.108 -1.680 0.085
C 0.315 -0.603 -0.648 -0.389
C 1.368 1.194 -1.559 -0.165
C 0.231 0.474 0.307 -0.075
C -1.701 -0.272 2.147 -0.878
H 1.723 2.058 -2.216 0.140
H 1.182 2.376 0.204 0.146
H 0.249 -2.605 -0.866 0.077
H 1.296 -0.678 -2.471 0.144
H -2.571 1.589 1.967 0.100
H -0.298 -2.045 0.593 -0.043
```

Computed properties:
- HOMO: -6.94 eV
- Electronic energy: -21037.2979 eV
- Gap between HOMO and LUMO: 7.64 eV
- LUMO level: 0.704 eV
- Energy above the lowest of the compared OMol25 structures with the same formula, charge and spin: 76.82 kcal/mol

No. 8
# C4H6N9

The ion C4H6N9 with charge +1 (ωB97M-V with the def2-TZVPD basis set, OMol25).

Structure (XYZ):
```
19
Properties=species:S:1:pos:R:3:lowdin_charge:R:1
N 0.605 2.671 -0.568 0.223
N -0.827 -1.772 -1.069 0.229
N -0.130 1.036 1.142 -0.005
N 2.164 -0.560 0.598 0.045
N -0.895 -0.057 0.814 -0.027
N -2.909 2.034 -0.987 0.221
N -2.182 0.088 0.369 -0.003
N 1.278 -1.209 -0.248 0.117
N 4.056 0.640 -0.466 0.210
C -2.589 1.135 -0.363 -0.280
C 3.171 0.119 0.030 -0.279
C -0.017 -1.117 -0.284 -0.129
C 0.208 1.974 0.244 -0.299
H -1.816 -1.564 -1.021 0.127
H -0.244 1.337 2.109 0.175
H -2.877 -0.353 0.964 0.172
H 1.752 -1.807 -0.929 0.201
H 1.768 -0.187 1.453 0.146
H -0.516 -2.409 -1.789 0.156
```

Computed properties:
- HOMO: -14.33 eV
- Electronic energy: -17642.6771 eV
- SMILES: N#CN/[NH+]=C(/N)N(NC#N)NC#N
- Charge: +1
- Gap between HOMO and LUMO: 10.15 eV
- LUMO level: -4.174 eV
- Energy above the lowest of the compared OMol25 structures with the same formula, charge and spin: 19.90 kcal/mol

No. 9
# C4H6NO

A structure of composition C4H6NO (ωB97M-V with the def2-TZVPD basis set, OMol25).

Structure (XYZ):
```
12
Properties=species:S:1:pos:R:3:lowdin_charge:R:1
O -3.521 -0.008 -0.057 -0.293
N -2.224 0.099 -0.188 -0.333
C -1.217 -0.944 0.200 -0.129
C -0.273 0.203 0.498 -0.373
C 1.078 0.319 -0.047 -0.196
C -1.375 1.034 0.119 -0.142
H 1.626 1.354 0.099 0.087
H -1.390 2.125 0.043 0.101
H 1.050 0.040 -1.193 0.074
H -1.613 -1.393 1.062 0.079
H 1.729 -0.480 0.252 0.020
H -1.094 -1.579 -0.675 0.105
```

Computed properties:
- HOMO: -1.43 eV
- Electronic energy: -7778.8160 eV
- Charge: -1
- Gap between HOMO and LUMO: 5.84 eV
- LUMO level: 4.405 eV
- Energy above the lowest of the compared OMol25 structures with the same formula, charge and spin: 37.34 kcal/mol

> Among the records above, which one has the lowest electronic energy?

C4H6N4S

> Number 5 is which compound?

C4H6N4

> Which value of electronic energy does entry 8 give?

-17642.6771 eV